Here is a structure of composition C4H8N4OS in a non-equilibrium geometry from the Open Molecules 2025 dataset. Energies are from wB97M-V/def2-TZVPD.

Structure (ORCA input):
```
! RIJCOSX wB97M-V def2-TZVPD def2/J DEFGRID3
* xyz 0 1
C 1.925 -0.025 0.272
C 0.889 0.695 1.083
C 1.195 -1.198 -0.447
C -0.613 0.301 -0.037
N -2.649 1.393 -0.412
N -3.184 0.533 0.242
N 0.001 -0.445 -1.006
N -1.404 1.340 -0.668
O -2.203 -1.699 -0.401
S -2.083 -0.760 0.741
H 2.301 0.617 -0.554
H 2.790 -0.295 0.994
H 0.750 0.328 2.062
H 1.141 1.807 1.325
H 1.803 -1.683 -1.250
H 0.996 -1.963 0.385
H -0.619 -1.169 -1.364
H -1.036 2.223 -0.964
*
```

Calculated values
Frontier orbital gap = 9.654 eV
Electronic energy = -849.5192 Ha
HOMO = -9.043 eV
Maximum force = 3.60 eV/A

***

Here is a structure of composition C34H22ClHgN6O3 from the Open Molecules 2025 dataset. Energies are from wB97M-V/def2-TZVPD.

Structure (ORCA input):
```
! RIJCOSX wB97M-V def2-TZVPD def2/J DEFGRID3
* xyz -2 2
Hg -0.739 0.154 -0.262
O -0.265 -0.979 3.971
C -0.153 -0.352 2.907
N -1.126 -0.037 2.033
C -2.474 -0.207 2.304
C -2.977 -0.279 3.612
C -4.335 -0.337 3.882
C -5.249 -0.328 2.844
C -4.789 -0.264 1.535
C -3.426 -0.214 1.232
N -2.957 -0.159 -0.098
C -3.709 -0.345 -1.166
O -4.936 -0.531 -1.273
C -2.954 -0.357 -2.505
C -3.681 -0.637 -3.663
C -3.012 -0.710 -4.870
C -1.639 -0.499 -4.903
C -0.997 -0.214 -3.710
N -1.645 -0.146 -2.553
C 1.212 0.226 2.604
C 1.953 0.719 3.646
C 3.087 1.511 3.438
C 3.370 1.909 2.105
C 2.684 1.387 1.055
N 1.716 0.423 1.304
H -2.262 -0.297 4.419
H -4.670 -0.392 4.913
H -6.315 -0.374 3.037
H -5.486 -0.260 0.713
H -4.744 -0.795 -3.565
H -3.554 -0.932 -5.782
H -1.076 -0.553 -5.825
H 0.071 -0.038 -3.666
H 1.578 0.514 4.640
H 3.649 1.912 4.270
H 4.107 2.677 1.897
H 2.405 1.127 -1.033
Cl 3.690 6.991 -0.936
C 2.602 5.602 -0.854
C 1.236 5.784 -0.973
C 0.396 4.686 -0.929
C 0.876 3.358 -0.765
O 0.084 2.355 -0.772
C 2.298 3.221 -0.617
C 2.878 1.851 -0.370
N 1.333 -0.427 0.262
C 1.829 -1.671 0.364
C 2.858 -2.061 1.229
C 3.365 -3.363 1.222
C 2.887 -4.339 0.381
C 1.830 -4.007 -0.495
C 1.243 -4.946 -1.374
C 0.209 -4.583 -2.187
C -0.254 -3.252 -2.123
N 0.271 -2.355 -1.332
C 1.297 -2.694 -0.516
C 3.124 4.329 -0.672
H 0.833 6.782 -1.102
H -0.676 4.813 -1.020
H 3.950 1.870 -0.586
H 3.261 -1.335 1.922
H 4.167 -3.603 1.912
H 3.285 -5.347 0.389
H 1.625 -5.962 -1.380
H -0.264 -5.293 -2.854
H -1.087 -2.928 -2.743
H 4.197 4.202 -0.570
*
```

Calculated values
Frontier orbital gap (alpha / beta) = 4.395 / 5.998 eV
<S²> = 0.77
Electronic energy = -2476.7769 Ha
HOMO (alpha / beta) = -0.071 / -1.674 eV
Maximum force = 0.37 eV/A

***

Here is a structure of composition C33H52AsF6InN5O5SSbSi3 in a non-equilibrium geometry from the Open Molecules 2025 dataset. Energies are from wB97M-V/def2-TZVPD.

Structure (ORCA input):
```
! RIJCOSX wB97M-V def2-TZVPD def2/J DEFGRID3
* xyz -1 2
In 0.472 -0.422 -0.980
N 1.319 0.783 3.920
C 0.924 0.188 2.754
S 1.705 0.620 1.357
N -0.075 -0.730 2.833
N -0.110 -1.529 1.713
C -0.528 -2.731 1.780
C -0.374 -3.648 0.693
C -1.052 -4.873 0.705
C -0.866 -5.809 -0.284
C 0.026 -5.545 -1.324
C 0.698 -4.352 -1.371
C 0.538 -3.361 -0.371
O 1.259 -2.300 -0.396
H 2.165 1.326 3.811
H 1.272 0.224 4.758
H -0.961 -3.128 2.712
H -1.750 -5.084 1.506
H -1.399 -6.748 -0.255
H 0.172 -6.287 -2.098
H 1.381 -4.121 -2.175
C 1.076 3.424 -1.187
C 0.566 2.573 -2.341
C -0.188 3.427 -3.367
C -0.360 1.489 -1.859
H 1.790 4.164 -1.542
H 1.578 2.793 -0.455
H 0.245 3.942 -0.703
H 1.427 2.140 -2.850
H -1.056 3.896 -2.904
H -0.523 2.808 -4.196
H 0.458 4.207 -3.764
H -0.906 1.032 -2.676
H -1.045 1.838 -1.090
F 2.851 0.726 -1.355
Sb 3.650 -0.153 -2.875
F 2.604 -1.703 -2.656
F 2.337 0.513 -4.092
F 4.556 -0.984 -4.335
F 4.603 1.496 -3.112
F 5.014 -0.788 -1.707
C 0.505 6.133 1.428
Si 0.253 4.678 2.653
C 1.982 4.063 3.207
C -0.508 5.452 4.242
As -1.025 2.891 1.804
Si -3.060 3.950 1.329
C -3.218 4.306 -0.545
C -4.438 2.719 1.850
C -3.522 5.599 2.202
Si -1.257 -0.732 4.168
C -2.970 -1.388 3.653
C -0.518 -1.771 5.605
C -1.593 1.041 4.787
H 0.907 7.016 1.918
H -0.434 6.413 0.956
H 1.196 5.857 0.639
H 2.714 4.864 3.256
H 2.361 3.317 2.516
H 1.931 3.612 4.193
H 0.233 5.989 4.824
H -0.928 4.681 4.881
H -1.304 6.147 4.004
H -3.058 3.392 -1.106
H -2.470 5.029 -0.861
H -4.194 4.700 -0.816
H -4.161 1.719 1.531
H -5.403 2.950 1.408
H -4.564 2.702 2.930
H -2.814 6.383 1.955
H -3.525 5.482 3.282
H -4.508 5.943 1.904
H -2.945 -2.297 3.064
H -3.501 -0.641 3.072
H -3.563 -1.584 4.543
H -0.198 -2.756 5.281
H -1.253 -1.913 6.390
H 0.344 -1.293 6.064
H -2.305 1.535 4.129
H -0.698 1.654 4.817
H -2.024 1.017 5.783
C -5.298 -1.138 -0.994
C -5.196 -0.064 -1.866
C -4.161 0.836 -1.671
N -3.281 0.742 -0.688
C -3.380 -0.288 0.136
C -4.373 -1.252 0.030
H -6.090 -1.868 -1.108
H -5.889 0.069 -2.684
H -4.034 1.688 -2.332
H -2.621 -0.339 0.905
H -4.404 -2.076 0.727
O -0.345 -1.529 -2.941
C -1.253 -2.039 -2.272
O -1.588 -1.679 -1.126
C -2.023 -3.169 -2.916
C -2.908 -3.952 -2.184
C -3.599 -4.988 -2.794
C -3.424 -5.237 -4.140
C -2.532 -4.453 -4.868
C -1.820 -3.427 -4.263
N -2.377 -4.706 -6.273
O -1.765 -3.898 -6.940
O -2.890 -5.716 -6.726
H -3.033 -3.741 -1.135
H -4.283 -5.599 -2.221
H -3.966 -6.018 -4.651
H -1.105 -2.833 -4.813
*
```

Calculated values
Frontier orbital gap (alpha / beta) = 7.257 / 6.142 eV
<S²> = 0.75
Electronic energy = -6470.9561 Ha
HOMO (alpha / beta) = -5.606 / -5.610 eV
Maximum force = 2.07 eV/A

***

Here is the molecule C6H10N2S in a non-equilibrium geometry from the Open Molecules 2025 dataset. Energies are from wB97M-V/def2-TZVPD.

Structure (ORCA input):
```
! RIJCOSX wB97M-V def2-TZVPD def2/J DEFGRID3
* xyz 0 3
C 1.151 1.416 0.699
C 2.505 1.388 0.529
C 0.530 0.247 0.191
C 1.525 -0.645 -0.314
C 1.377 -1.975 -0.942
C -1.540 0.530 -1.063
N -1.568 0.165 1.332
N -0.821 -0.027 0.080
S 3.134 0.048 -0.213
H 0.489 2.239 1.155
H 3.246 2.117 0.872
H 0.958 -1.780 -1.925
H 2.281 -2.547 -1.097
H 0.670 -2.537 -0.349
H -2.594 0.510 -0.859
H -1.253 1.663 -1.128
H -1.262 -0.016 -1.975
H -1.200 -0.570 1.865
H -1.594 1.027 1.779
*
```

Calculated values
Frontier orbital gap (alpha / beta) = 5.484 / 6.744 eV
<S²> = 2.02
Electronic energy = -742.1155 Ha
HOMO (alpha / beta) = -4.572 / -8.414 eV
Maximum force = 5.01 eV/A

***

Here is a cluster of 2 separate species, C4H6INO in total in a non-equilibrium geometry from the Open Molecules 2025 dataset. Energies are from wB97M-V/def2-TZVPD.

Structure (ORCA input):
```
! RIJCOSX wB97M-V def2-TZVPD def2/J DEFGRID3
* xyz 0 3
C 1.639 0.721 0.684
C -0.571 -1.580 -0.697
C -0.959 -0.346 -1.476
C -0.607 -0.254 -0.043
N 1.164 1.588 1.511
O 2.585 0.275 0.145
I -1.984 0.294 1.475
H -1.327 -2.324 -0.487
H 0.406 -2.007 -0.884
H -0.248 0.049 -2.190
H -1.987 -0.233 -1.789
H 0.162 1.553 1.734
H 1.727 2.263 2.015
*
```

Calculated values
Frontier orbital gap (alpha / beta) = 6.234 / 8.363 eV
<S²> = 2.01
Electronic energy = -583.5155 Ha
HOMO (alpha / beta) = -5.915 / -9.660 eV
Maximum force = 2.45 eV/A

***

Here is a cluster of 2 separate species, C3H10N4O5S in total in a non-equilibrium geometry from the Open Molecules 2025 dataset. Energies are from wB97M-V/def2-TZVPD.

Structure (ORCA input):
```
! RIJCOSX wB97M-V def2-TZVPD def2/J DEFGRID3
* xyz 0 1
C 2.181 -0.145 -0.780
C 0.609 -0.342 2.223
C 0.504 1.028 1.556
N 2.444 -0.814 -1.906
N 0.943 0.497 -0.836
N -0.940 1.506 -0.122
N 0.139 0.940 0.140
O -4.039 -0.346 -0.048
O 2.988 -0.018 0.147
O -2.706 -2.241 -0.867
O -2.560 -0.303 -2.312
O 1.711 1.726 1.658
S -2.551 -0.838 -0.699
H 1.368 -0.966 1.680
H 0.964 -0.250 3.301
H -0.264 -1.009 2.061
H -0.305 1.696 2.052
H 1.659 -0.918 -2.452
H 3.296 -1.248 -1.973
H -4.008 0.567 -0.130
H -1.192 1.495 -1.108
H -2.562 -1.047 -2.895
H 2.319 1.030 1.313
*
```

Calculated values
Frontier orbital gap (alpha / beta) = 9.248 / 9.247 eV
Electronic energy = -1113.6174 Ha
HOMO (alpha / beta) = -9.606 / -9.606 eV
Maximum force = 3.74 eV/A

***

Here is a cluster of 11 separate species, C39H107N7O12 in total in a non-equilibrium geometry from the Open Molecules 2025 dataset. Energies are from wB97M-V/def2-TZVPD.

Structure (ORCA input):
```
! RIJCOSX wB97M-V def2-TZVPD def2/J DEFGRID3
* xyz 0 1
C -5.197 -4.366 -0.091
C -4.589 -5.663 0.335
O -3.375 -5.529 1.057
O -5.640 -3.593 0.994
H -5.909 -4.581 -0.893
H -4.438 -3.773 -0.623
H -4.351 -6.312 -0.532
H -5.363 -6.054 0.894
H -3.585 -5.065 1.919
H -5.398 -2.672 0.683
C -1.673 5.135 0.883
C -1.737 3.844 0.032
C -2.406 4.093 -1.259
O -0.420 3.299 -0.109
H -0.961 5.821 0.462
H -1.329 4.902 1.902
H -2.617 5.614 0.950
H -2.359 3.130 0.613
H -2.364 3.240 -1.895
H -2.054 5.010 -1.723
H -3.519 4.226 -1.103
H -0.021 3.153 0.792
C 5.459 0.740 1.134
C 4.445 1.486 0.209
C 4.719 1.163 -1.295
O 3.071 1.227 0.547
H 5.653 1.245 2.043
H 6.433 0.589 0.639
H 5.101 -0.276 1.396
H 4.684 2.536 0.318
H 4.504 0.108 -1.588
H 5.790 1.467 -1.408
H 4.055 1.762 -1.962
H 2.604 0.749 -0.180
C -0.041 -1.597 -2.090
C 0.290 -0.407 -1.162
C 0.376 -0.846 0.271
O 1.564 0.042 -1.582
H 0.188 -1.190 -3.099
H -1.073 -1.929 -1.972
H 0.720 -2.390 -1.994
H -0.505 0.303 -1.277
H -0.508 -1.437 0.480
H 0.462 0.028 0.955
H 1.204 -1.550 0.417
H 1.453 0.871 -2.147
C 1.732 -5.817 1.466
C 1.460 -6.689 0.236
C 0.940 -5.734 -0.832
O 1.035 -6.321 -2.201
C 0.140 -7.331 -2.467
N 2.751 -7.380 -0.145
H 2.037 -6.400 2.389
H 0.834 -5.226 1.738
H 2.568 -5.211 1.199
H 0.685 -7.467 0.337
H 1.544 -4.814 -0.772
H -0.101 -5.334 -0.632
H -0.893 -6.908 -2.412
H 0.108 -8.201 -1.763
H 0.349 -7.753 -3.449
H 2.501 -7.784 -1.004
H 3.438 -6.705 -0.376
C -5.670 -0.984 3.038
C -4.762 0.300 3.144
C -3.795 0.237 1.978
O -4.443 0.380 0.697
C -3.533 0.081 -0.364
N -5.589 1.491 3.235
H -5.042 -1.949 2.901
H -6.287 -0.787 2.200
H -6.131 -1.093 4.020
H -4.065 0.228 4.058
H -3.245 -0.724 1.886
H -2.924 0.961 2.044
H -3.053 -0.905 -0.254
H -2.783 0.838 -0.476
H -4.125 0.017 -1.285
H -5.023 2.271 3.413
H -6.058 1.678 2.320
C -0.095 1.868 -4.687
C 0.829 2.888 -4.091
C 0.382 4.300 -4.379
O 1.339 5.291 -3.916
C 1.072 6.607 -4.469
N 0.992 2.517 -2.652
H 0.417 0.900 -4.433
H -0.191 1.855 -5.749
H -1.121 1.867 -4.202
H 1.832 2.822 -4.514
H -0.564 4.529 -3.896
H 0.283 4.367 -5.439
H 2.003 7.130 -4.564
H 0.446 7.110 -3.728
H 0.624 6.633 -5.446
H 1.460 3.279 -2.166
H 0.107 2.595 -2.193
C 3.895 -1.035 -4.060
C 3.761 -1.924 -5.263
C 2.261 -2.240 -5.621
O 1.767 -3.088 -4.650
C 0.433 -3.581 -4.893
N 4.531 -1.436 -6.401
H 3.720 0.004 -4.268
H 4.981 -1.184 -3.689
H 3.180 -1.242 -3.297
H 4.155 -2.872 -5.014
H 2.272 -2.818 -6.590
H 1.692 -1.347 -5.693
H 0.358 -4.530 -4.357
H 0.239 -3.702 -5.977
H -0.350 -2.895 -4.485
H 4.389 -2.061 -7.221
H 4.079 -0.524 -6.778
C 1.606 6.333 -0.024
C 3.005 6.663 -0.618
C 4.028 7.033 0.455
O 3.620 8.114 1.251
C 3.930 9.339 0.631
N 3.551 5.541 -1.433
H 0.863 5.956 -0.732
H 1.154 7.266 0.394
H 1.668 5.618 0.834
H 2.887 7.495 -1.374
H 5.009 7.208 0.021
H 4.060 6.184 1.165
H 3.580 10.158 1.187
H 3.482 9.393 -0.392
H 5.012 9.308 0.500
H 3.104 5.677 -2.321
H 3.129 4.698 -0.939
C -3.372 -7.121 6.241
C -3.901 -6.142 5.168
C -2.673 -5.523 4.587
O -3.048 -4.569 3.611
C -2.068 -3.558 3.501
N -4.718 -6.764 4.068
H -4.303 -7.506 6.712
H -2.894 -6.603 7.045
H -2.797 -8.023 5.871
H -4.590 -5.353 5.679
H -2.078 -6.380 4.135
H -2.096 -4.923 5.323
H -2.080 -3.125 2.501
H -1.112 -3.949 3.638
H -2.189 -2.790 4.300
H -4.247 -7.653 3.845
H -4.634 -6.124 3.283
C 2.092 1.280 3.966
C 0.862 1.973 3.303
C 0.205 2.901 4.368
O -0.964 3.472 3.821
C -1.656 4.211 4.829
N 1.148 2.793 2.189
H 2.857 2.037 4.226
H 2.527 0.606 3.256
H 1.937 0.649 4.865
H 0.103 1.251 3.036
H 0.951 3.738 4.470
H 0.028 2.366 5.296
H -2.358 4.884 4.377
H -0.950 4.798 5.424
H -2.108 3.514 5.499
H 1.839 2.313 1.567
H 1.478 3.731 2.367
*
```

Calculated values
Frontier orbital gap = 9.724 eV
Electronic energy = -2836.0444 Ha
HOMO = -9.242 eV
SMILES = COC[C@H](C)N.COC[C@H](C)N.COC[C@H](C)N.COC[C@H](C)N.COC[C@H](C)N.COC[C@H](C)N.COC[C@H](C)N.CC(C)O.CC(C)O.CC(C)O.OCCO
Maximum force = 3.18 eV/A

***

Here is a cluster of 2 separate species, CHNO4 in total in a non-equilibrium geometry from the Open Molecules 2025 dataset. Energies are from wB97M-V/def2-TZVPD.

Structure (ORCA input):
```
! RIJCOSX wB97M-V def2-TZVPD def2/J DEFGRID3
* xyz 0 1
C -0.938 -0.620 -0.301
N -2.013 0.328 -0.053
O -1.827 1.518 0.094
O -0.051 -2.585 -0.033
O -3.115 -0.136 0.009
O -1.057 -1.796 0.172
H 0.547 -0.685 -0.855
*
```

Calculated values
Frontier orbital gap (alpha / beta) = 8.746 / 8.239 eV
Electronic energy = -394.0431 Ha
HOMO (alpha / beta) = -11.071 / -10.588 eV
Maximum force = 5.20 eV/A

***

Here is the molecule C2H2Cl2Si in a non-equilibrium geometry from the Open Molecules 2025 dataset. Energies are from wB97M-V/def2-TZVPD.

Structure (ORCA input):
```
! RIJCOSX wB97M-V def2-TZVPD def2/J DEFGRID3
* xyz 0 1
C -1.870 -1.857 0.737
C -3.013 -1.971 0.376
Si 1.611 -0.211 1.658
Cl 2.648 0.459 0.013
Cl -0.315 -0.711 0.711
H 2.474 -1.189 2.364
H 1.400 1.015 2.479
*
```

Calculated values
Frontier orbital gap (alpha / beta) = 7.352 / 7.353 eV
Electronic energy = -1287.0577 Ha
HOMO (alpha / beta) = -9.465 / -9.466 eV
Maximum force = 6.42 eV/A

***

Here is the molecule C5H8N2 from the Open Molecules 2025 dataset. Energies are from wB97M-V/def2-TZVPD.

Structure (ORCA input):
```
! RIJCOSX wB97M-V def2-TZVPD def2/J DEFGRID3
* xyz 0 1
C -2.405 -0.184 0.014
C -0.927 0.087 -0.023
C -0.322 1.294 -0.273
N 1.037 1.112 -0.252
C 1.322 -0.199 0.031
N 2.693 -0.546 0.104
C 0.124 -0.864 0.180
H -2.677 -1.015 -0.647
H -2.740 -0.450 1.024
H -2.983 0.693 -0.305
H -0.758 2.253 -0.518
H 1.732 1.833 -0.130
H 2.964 -0.918 1.007
H 2.957 -1.185 -0.637
H -0.018 -1.912 0.426
*
```

Calculated values
Frontier orbital gap = 9.007 eV
Electronic energy = -304.8304 Ha
HOMO = -7.956 eV
SMILES = Cc1c[nH]c(N)c1
Maximum force = 0.34 eV/A

***

Here is the ion C12H15O2 with charge +1 in a non-equilibrium geometry from the Open Molecules 2025 dataset. Energies are from wB97M-V/def2-TZVPD.

Structure (ORCA input):
```
! RIJCOSX wB97M-V def2-TZVPD def2/J DEFGRID3
* xyz 1 1
C -2.056 -1.464 -2.655
C -2.957 -0.862 -1.836
C -0.679 -1.406 -2.552
C -2.553 -0.079 -0.795
C -0.275 -0.605 -1.466
C -1.203 -0.021 -0.548
C 1.016 -0.189 -1.047
C -0.170 1.053 0.503
C 0.104 -0.611 2.383
C 0.348 1.845 2.885
C 3.353 -0.138 -1.390
C -0.417 0.769 1.959
O 1.115 0.637 -0.073
O 2.032 -0.653 -1.655
H -2.491 -2.010 -3.442
H -4.027 -1.062 -1.925
H 0.089 -2.031 -3.063
H -3.264 0.582 -0.192
H -0.152 2.124 0.112
H -0.118 -0.870 3.433
H 1.133 -0.564 2.480
H -0.082 -1.528 1.828
H 1.142 1.454 3.462
H -0.345 2.349 3.563
H 0.854 2.384 2.205
H 3.906 -0.971 -1.134
H 3.478 0.718 -0.755
H 3.730 0.305 -2.350
H -1.511 0.843 2.065
*
```

Calculated values
Frontier orbital gap = 9.366 eV
Electronic energy = -616.4096 Ha
HOMO = -13.682 eV
Maximum force = 4.65 eV/A